[1]
Below is a cluster of 6 separate species, C20H26Cl8N2O4 in total at a distorted geometry, with properties calculated with wB97M-V/def2-TZVPD.

The energy above the lowest of the compared OMol25 structures with the same formula, charge and spin is 262.1 kJ/mol. As for the LUMO energy: -0.85 eV. Its SMILES is O=[N+]([O-])c1ccccc1.O=[N+]([O-])c1ccccc1.ClCCCl.ClCCCl.ClCCCl.ClCCCl. The frontier orbital gap is 9.339 eV.

```
60
C20H26Cl8N2O4 (wB97M-V/def2-TZVPD)
Cl 13.32481 -4.04360 4.99133
C 13.22271 -3.47485 6.71020
C 11.73560 -3.91265 7.15970
Cl 11.50725 -3.51438 8.86594
H 13.49060 -2.41841 6.69381
H 13.95397 -3.99414 7.32964
H 11.83682 -4.99077 7.03521
H 10.90699 -3.55231 6.55005
Cl 11.85561 -8.24179 13.26366
C 10.33037 -8.97856 12.75490
C 9.13193 -8.19617 13.24013
Cl 8.85022 -8.54095 14.99409
H 10.35200 -9.98146 13.18131
H 10.33356 -9.06269 11.66815
H 8.26526 -8.44310 12.62692
H 9.22137 -7.11045 13.20386
Cl 20.91547 2.60753 8.05042
C 19.50414 1.55900 8.50152
C 19.69182 0.10543 7.96451
Cl 21.22781 -0.69772 8.55618
H 18.49638 1.89787 8.26133
H 19.42950 1.40837 9.57848
H 19.71630 0.02218 6.87797
H 18.72355 -0.32395 8.22180
Cl 8.48288 4.51832 6.65065
C 9.00877 2.84915 6.32215
C 8.55338 2.33973 4.85949
Cl 6.73416 2.67976 4.60671
H 8.57005 2.31458 7.16468
H 10.09624 2.85139 6.39631
H 8.75179 1.27519 4.73500
H 9.10925 2.84828 4.07178
C 19.95540 6.92120 2.44033
C 18.63681 7.28777 2.30556
C 17.65731 6.34165 2.51002
C 18.03913 4.97655 2.74892
C 19.43403 4.63807 2.70651
C 20.32977 5.59702 2.50922
N 16.99657 4.07965 3.20408
O 17.32866 2.95849 3.48578
O 15.84126 4.48739 3.50095
H 20.72583 7.66058 2.60205
H 18.38604 8.32951 2.17029
H 16.62187 6.62915 2.61775
H 19.69509 3.60426 2.87824
H 21.38557 5.37131 2.53631
C 7.41795 -12.03053 3.01841
C 6.99710 -11.81554 4.33168
C 6.76190 -10.50899 4.82901
C 6.96529 -9.40503 3.97493
C 7.49904 -9.59872 2.69841
C 7.82264 -10.88920 2.27729
N 6.57412 -8.01164 4.36524
O 6.75447 -7.02782 3.56258
O 5.97464 -7.93272 5.39261
H 7.55679 -13.05992 2.72262
H 6.66759 -12.68657 4.87860
H 6.31376 -10.33755 5.79657
H 7.72592 -8.76459 2.05100
H 8.21451 -11.02580 1.28020
```

[2]
Below is a structure of composition C20H26FeN3O6S, with properties calculated with wB97M-V/def2-TZVPD.

As for the LUMO energy (alpha / beta): 0.32 / -0.17 eV. The frontier orbital gap (alpha / beta) is 8.301 / 8.459 eV. As for the spin multiplicity: 6.

```
57
C20H26FeN3O6S (wB97M-V/def2-TZVPD)
Fe -0.17046 -0.20590 -0.36870
C 2.73082 0.39098 1.30584
C 1.53440 0.66733 2.20539
N 0.45020 -0.28114 1.92850
C 0.61736 -1.60351 2.54056
C 1.48286 -2.60829 1.77258
S 1.36183 -2.60134 -0.04582
C 3.05414 -2.10200 -0.48823
C 3.19349 -0.62467 -0.86869
N 2.31251 0.21536 -0.07996
H 3.22942 -0.52429 1.62865
H 3.46671 1.19444 1.42216
H 1.16033 1.67008 2.01482
H 1.84936 0.61097 3.25455
H -0.43169 0.08963 2.27040
H -0.37858 -2.01881 2.66179
H 1.04858 -1.50466 3.54496
H 1.20206 -3.60691 2.10769
H 2.53734 -2.49058 2.01331
H 3.36151 -2.72428 -1.32787
H 3.69617 -2.37527 0.34886
H 2.90779 -0.49827 -1.90748
H 4.24967 -0.33780 -0.76980
H 2.15950 1.11246 -0.52508
O -0.28618 3.86985 0.27222
C -0.66646 2.72998 0.09008
O 0.11057 1.71290 -0.10221
C -2.14780 2.41655 0.10231
C -3.06457 3.41672 0.49446
C -4.38929 3.11092 0.48453
C -4.80691 1.83534 0.03834
C -6.17229 1.47128 -0.04386
C -6.53079 0.24604 -0.52355
C -5.53910 -0.66432 -0.95178
C -4.21356 -0.34762 -0.87341
C -3.81587 0.90967 -0.35906
N -2.48760 1.21580 -0.27818
H -2.67776 4.38001 0.79225
H -5.13588 3.83216 0.79638
H -6.92228 2.18652 0.27232
H -7.57567 -0.02826 -0.58999
H -5.83819 -1.62347 -1.35556
H -3.45101 -1.02467 -1.22778
C -0.38864 -0.55372 -4.36570
C -0.33811 -0.49159 -2.87026
O -1.36468 -0.63616 -2.16907
O 0.76494 -0.27095 -2.27916
H -1.36634 -0.88430 -4.70351
H 0.38922 -1.22232 -4.73199
H -0.18092 0.44122 -4.76093
C -2.85208 -3.56603 0.43406
O -1.85248 -2.69456 -0.10434
C -1.62287 -1.51370 0.53334
O -2.24520 -1.21566 1.53008
H -2.47119 -4.58209 0.35293
H -3.76239 -3.47280 -0.15904
H -3.06926 -3.31804 1.47029
```

[3]
Below is an isolated molecule of C20H26N2O4, with properties calculated with wB97M-V/def2-TZVPD.

The energy above the lowest of the compared OMol25 structures with the same formula, charge and spin is 142.8 kJ/mol. As for the LUMO energy: 0.44 eV. Its SMILES is COC(=O)c1ccccc1C(=O)N1CCC(CCC(=O)NC2CC2)CC1. The frontier orbital gap is 9.600 eV.

```
52
C20H26N2O4 (wB97M-V/def2-TZVPD)
C -2.95754 -1.95104 2.62209
H -2.86630 -3.00327 2.35379
H -3.95587 -1.74246 3.01135
H -2.20355 -1.68782 3.36507
O -2.72271 -1.18023 1.45249
C -3.61683 -0.23555 1.13539
O -4.65344 -0.05899 1.72576
C -3.19811 0.55284 -0.05175
C -4.18297 1.25031 -0.74725
C -3.85480 2.01473 -1.84977
C -2.53247 2.10255 -2.25559
C -1.54556 1.42439 -1.56130
C -1.86592 0.63372 -0.46425
C -0.75184 0.01025 0.33015
O -0.25973 0.60938 1.27430
N -0.30749 -1.18258 -0.09562
C -0.74433 -1.84526 -1.29604
H -1.69830 -1.43036 -1.62364
C 0.32355 -1.69936 -2.39505
H 0.25994 -2.56139 -3.06034
H 0.11879 -0.80882 -2.99118
C 1.73974 -1.60600 -1.78769
C 1.76234 -2.42497 -0.49392
C 0.82311 -1.81945 0.55267
H 1.32914 -1.05978 1.15132
H 0.45998 -2.59770 1.23448
H 1.44931 -3.44353 -0.73319
H 2.77108 -2.48266 -0.09188
C 2.15923 -0.14128 -1.59176
C 3.63374 0.05628 -1.21896
C 3.99551 -0.31736 0.20571
O 4.64651 -1.31170 0.47369
N 3.58857 0.50988 1.19413
C 2.85030 1.72872 1.11809
C 3.29078 2.86457 1.99105
C 3.48630 2.94737 0.50890
H 2.86469 3.61836 -0.06342
H 4.49702 2.85822 0.13986
H 2.52979 3.47370 2.45216
H 4.16773 2.71771 2.60350
H 1.77830 1.60003 1.00176
H 3.86703 0.20989 2.12034
H 3.88722 1.10630 -1.37119
H 4.25810 -0.55220 -1.87628
H 1.99862 0.37668 -2.54233
H 1.53044 0.33910 -0.84588
H 2.44907 -2.05623 -2.49025
H -0.89871 -2.90228 -1.05704
H -0.51320 1.51277 -1.86701
H -2.26719 2.70731 -3.11013
H -4.62392 2.54858 -2.38690
H -5.20229 1.17769 -0.39948
```

[4]
Below is an isolated molecule of C20H26N2O4S, with properties calculated with wB97M-V/def2-TZVPD.

The energy above the lowest of the compared OMol25 structures with the same formula, charge and spin is 234.4 kJ/mol. As for the LUMO energy: 0.59 eV. Its SMILES is COc1ccc(S(=O)(=O)N(CCc2ccccc2)CC(=O)NC(C)C)cc1. The frontier orbital gap is 9.248 eV.

```
53
C20H26N2O4S (wB97M-V/def2-TZVPD)
C -5.70340 -1.76398 -0.71123
H -6.70502 -1.90276 -0.30766
H -5.65720 -0.81430 -1.25198
O -4.84173 -1.76150 0.40475
C -3.51770 -1.57244 0.20751
C -2.91459 -1.40770 -1.03780
C -1.54754 -1.20890 -1.11780
C -0.78722 -1.16838 0.03180
C -1.37177 -1.34215 1.27458
C -2.72919 -1.54982 1.36392
H -3.21527 -1.69350 2.31535
H -0.74500 -1.32596 2.15103
S 0.96957 -0.89751 -0.05420
O 1.59398 -1.58030 1.05005
O 1.43011 -1.21739 -1.37785
N 1.07866 0.74754 0.24553
C 0.87128 1.58166 -0.92243
H 1.83075 1.94384 -1.30842
C -0.03663 2.78121 -0.61753
C -1.42497 2.35554 -0.24012
C -1.74282 2.06260 1.07954
C -3.02641 1.68424 1.42845
C -4.01224 1.59180 0.46138
C -3.70131 1.86483 -0.85919
C -2.41595 2.24030 -1.20641
H -2.18150 2.46205 -2.23803
H -4.46459 1.79834 -1.62187
H -5.01718 1.30952 0.73865
H -3.26265 1.46879 2.45992
H -0.97837 2.14073 1.83813
H -0.06824 3.40674 -1.51116
H 0.40733 3.36380 0.19056
H 0.41158 0.95136 -1.68464
C 2.14874 1.15990 1.13833
H 1.97914 2.19851 1.42990
H 2.10806 0.51308 2.01439
C 3.50423 1.04602 0.42876
O 4.01281 1.99619 -0.13806
N 4.02887 -0.18590 0.46431
H 3.47922 -0.93444 0.86740
C 5.18463 -0.57880 -0.32296
C 4.80093 -1.73740 -1.23818
H 4.60786 -2.63108 -0.64786
H 5.60376 -1.94752 -1.93991
H 3.89599 -1.49745 -1.79172
C 6.33868 -0.95467 0.60441
H 6.05400 -1.79292 1.23678
H 7.20997 -1.23794 0.02015
H 6.60221 -0.11208 1.23862
H 5.46154 0.29981 -0.91578
H -1.06044 -1.10193 -2.07401
H -3.49510 -1.43308 -1.94547
H -5.47262 -2.58650 -1.39468
```